(1)
One molecule with the formula C3H6ClF. Source: OMol25; level of theory: ωB97M-V/def2-TZVPD.

```
11
Properties=species:S:1:pos:R:3:forces:R:3
C 1.16099 -0.13582 0.68180 1.477 -0.655 -4.142
C -0.01182 -0.67582 -0.11440 -1.701 0.917 -1.950
C -1.12084 0.47029 -0.55850 -2.418 -2.254 3.708
H 1.98875 -0.87537 0.63033 -0.252 0.389 -0.159
H 1.50489 0.82362 0.25083 -0.004 -0.381 0.152
H 0.21117 -0.93720 -1.19839 0.722 -0.451 1.635
H -0.41885 -1.56654 0.46721 -0.023 1.246 -1.049
H -1.80658 0.82494 0.30618 1.130 -1.206 -0.994
H -1.84152 0.09915 -1.30699 0.673 -0.235 0.234
F 0.85132 0.02644 1.93084 -1.184 0.619 3.785
Cl -0.51750 1.94630 -1.08890 1.582 2.010 -1.222
```
Forces are in eV/Å.

2S+1: 1
Electronic energy, eV: -18447.2608
Highest occupied orbital energy, eV: -10.429
Structure (SMILES): FCCCCl
Molar mass, u: 96.532
Net charge: 0
Energy above the lowest of the compared OMol25 structures with the same formula, charge and spin, kcal/mol: 20.61
Gap between HOMO and LUMO, eV: 11.44

Results of the Löwdin charge analysis, in e, for atoms 1 through 4: number 1, C, carries -0.35; number 2, C, carries -0.18; number 3, C, carries -0.69; number 4, H, carries 0.12

(2)
One molecule with the formula C3H6ClF. Source: OMol25; level of theory: ωB97M-V/def2-TZVPD.

```
11
Properties=species:S:1:pos:R:3:forces:R:3
C -0.41446 0.67294 0.93845 -3.194 -4.724 1.024
C -0.50484 -0.11998 -0.37758 3.981 0.760 0.937
C 0.96047 -0.61735 -0.62583 -0.687 1.047 1.039
H 0.14630 0.15888 1.79124 -0.949 0.161 -1.416
H -1.49599 0.65036 1.11281 0.014 0.410 1.203
H -0.14806 1.62572 0.98191 1.479 4.134 -0.816
H 1.30992 -0.17380 -1.53352 0.622 0.055 -0.423
H 0.99235 -1.68222 -0.65581 0.007 -0.802 -0.221
H 1.53032 -0.27103 0.28034 -0.118 -0.451 -1.341
F -1.31511 -1.17557 -0.20355 -0.846 -0.348 -0.115
Cl -1.06092 0.93205 -1.70846 -0.309 -0.242 0.128
```
Forces are in eV/Å.

2S+1: 1
Electronic energy, eV: -18447.6091
Highest occupied orbital energy, eV: -10.818
Structure (SMILES): CC(C)(F)Cl
Molar mass, u: 96.532
Net charge: 0
Energy above the lowest of the compared OMol25 structures with the same formula, charge and spin, kcal/mol: 12.58
Gap between HOMO and LUMO, eV: 11.77

Results of the Löwdin charge analysis, in e, for atoms 1 through 4: number 1, C, carries -0.09; number 2, C, carries -0.95; number 3, C, carries -0.06; number 4, H, carries 0.12

(3)
One molecule with the formula C3H6ClF. Source: OMol25; level of theory: ωB97M-V/def2-TZVPD.

```
11
Properties=species:S:1:pos:R:3:forces:R:3
C -1.03850 -0.56847 0.22667 0.645 -0.663 -0.736
C -0.14285 0.54309 -0.34183 -0.517 -0.261 0.365
C 1.28639 0.24516 0.07148 0.355 0.569 0.657
H -0.64863 -1.54403 -0.19902 -0.997 1.037 0.621
H -0.99266 -0.58829 1.31355 0.001 -0.091 -0.039
H -0.48869 1.50073 0.06232 0.245 -0.004 -0.182
H -0.25615 0.54062 -1.43284 0.179 0.158 0.212
H 2.04168 0.96573 -0.30948 -0.526 -0.531 -0.195
H 1.42752 0.25332 1.17663 -0.344 -0.102 -0.576
F 1.58369 -1.04231 -0.36510 0.451 0.071 -0.129
Cl -2.77181 -0.30555 -0.20236 0.510 -0.181 0.002
```
Forces are in eV/Å.

2S+1: 1
Electronic energy, eV: -18448.1547
Highest occupied orbital energy, eV: -10.723
Structure (SMILES): FCCCCl
Molar mass, u: 96.532
Net charge: 0
Energy above the lowest of the compared OMol25 structures with the same formula, charge and spin, kcal/mol: 0.00
Gap between HOMO and LUMO, eV: 11.77

Results of the Löwdin charge analysis, in e, for atoms 1 through 4: number 1, C, carries -0.60; number 2, C, carries -0.26; number 3, C, carries -0.22; number 4, H, carries 0.10